[1]
2 unconnected molecules or ions with the total composition C7H15NO2S in a non-equilibrium geometry. Source: the OMol25 dataset; level of theory: ωB97M-V/def2-TZVPD.

Electronic energy   -878.9551 a.u.
Orbital gap   9.73 eV
Energy above the lowest of the compared OMol25 structures with the same formula, charge and spin   102.9 kcal/mol
Multiplicity   1
Maximum force   0.126 hartree/bohr

Last column: Löwdin charge in e.
CARTESIAN COORDINATES (ANGSTROEM)
C1 -1.45 -1.41 -1.37  -0.08
C2 -0.76 -0.96 0.97  -0.05
C3 -3.16 -0.37 0.22  0.00
C4 3.03 -0.07 1.41  -0.25
C5 2.37 1.69 -0.70  -0.15
C6 -1.20 0.94 -0.63  0.08
C7 -1.62 -0.48 -0.24  -0.54
N1 -0.95 2.08 -0.70  -0.17
O1 -0.75 3.20 -0.90  0.03
O2 1.80 -0.89 -0.79  -0.58
S1 2.97 -0.12 -0.44  0.85
H1 -1.99 -1.09 -2.29  0.11
H2 -0.36 -1.71 -1.55  0.11
H3 -1.84 -2.29 -0.96  0.06
H4 -0.81 -2.02 1.19  0.08
H5 -1.16 -0.43 1.87  0.09
H6 0.36 -0.71 0.83  0.06
H7 -3.08 -0.25 1.32  0.09
H8 -3.65 0.45 -0.08  0.03
H9 -3.66 -1.26 -0.19  0.09
H10 2.08 0.52 1.77  0.09
H11 3.78 0.57 1.82  0.03
H12 2.99 -1.07 1.70  0.02
H13 1.44 1.72 -0.32  -0.03
H14 3.13 2.20 -0.18  0.03
H15 2.50 1.78 -1.74  0.04

=====

[2]
2 unconnected molecules or ions with the total composition C7H15OS in a non-equilibrium geometry. Source: the OMol25 dataset; level of theory: ωB97M-V/def2-TZVPD.

Charge   +1
Electronic energy   -748.8007 a.u.
Orbital gap   7.79 eV
Energy above the lowest of the compared OMol25 structures with the same formula, charge and spin   0.0 kcal/mol
Multiplicity   1
Maximum force   0.080 hartree/bohr

Last column: Löwdin charge in e.
CARTESIAN COORDINATES (ANGSTROEM)
C1 -1.29 -0.70 -0.59  -0.26
C2 3.59 1.06 0.49  -0.14
C3 3.77 0.56 -0.88  -0.09
C4 2.32 0.24 0.97  -0.17
C5 2.71 -0.16 -1.23  -0.11
C6 -4.03 -1.10 -0.66  -0.23
C7 -2.57 -1.35 1.65  -0.22
O1 1.80 -0.36 -0.20  -0.16
S1 -2.78 -0.12 0.31  1.07
H1 -0.55 -0.62 0.20  0.03
H2 -1.12 0.10 -1.42  0.11
H3 4.37 0.85 1.11  0.08
H4 3.36 2.16 0.28  0.14
H5 4.66 0.69 -1.41  0.10
H6 -1.30 -1.64 -1.05  0.06
H7 2.72 -0.58 1.65  0.13
H8 1.49 0.80 1.54  0.13
H9 2.38 -0.65 -2.13  0.12
H10 -4.97 -1.05 0.00  0.10
H11 -3.65 -2.16 -0.62  0.08
H12 -4.17 -0.63 -1.64  0.06
H13 -3.38 -1.21 2.33  0.06
H14 -1.71 -1.07 2.21  0.07
H15 -2.53 -2.29 1.26  0.03

=====

[3]
A molecular structure, C7H16 in a non-equilibrium geometry. Source: the OMol25 dataset; level of theory: ωB97M-V/def2-TZVPD.

Electronic energy   -276.0737 a.u.
Orbital gap   10.80 eV
Energy above the lowest of the compared OMol25 structures with the same formula, charge and spin   151.0 kcal/mol
Multiplicity   1
Maximum force   0.154 hartree/bohr

Last column: Löwdin charge in e.
CARTESIAN COORDINATES (ANGSTROEM)
C1 -1.27 -1.40 3.32  -0.16
C2 -2.11 -2.21 2.49  -0.13
C3 -0.81 -0.96 -2.38  -0.15
C4 0.64 -0.62 -1.77  -0.27
C5 0.50 0.81 -1.35  -0.27
C6 1.70 1.17 -0.29  -0.22
C7 1.33 2.45 0.55  -0.15
H1 -0.79 -0.44 3.15  -0.01
H2 -0.36 -1.80 4.27  0.13
H3 -2.82 -1.45 1.69  0.13
H4 -2.12 -3.34 2.64  0.05
H5 -1.59 -0.85 -1.51  0.07
H6 -1.03 -0.37 -3.42  0.11
H7 -1.28 -2.13 -2.56  0.11
H8 1.43 -0.60 -2.63  0.14
H9 1.06 -1.20 -1.09  0.04
H10 0.12 1.64 -2.02  0.13
H11 -0.30 0.93 -0.67  0.06
H12 2.60 1.32 -0.97  0.12
H13 1.63 0.42 0.44  0.07
H14 0.33 2.40 1.14  0.09
H15 2.12 2.93 1.16  0.05
H16 1.02 3.28 -0.20  0.08

=====

[4]
2 unconnected molecules or ions with the total composition C7H16Cl2N2O4P2 in a non-equilibrium geometry. Source: the OMol25 dataset; level of theory: ωB97M-V/def2-TZVPD.

Electronic energy   -2289.6741 a.u.
Orbital gap   6.25 eV
Multiplicity   1
Maximum force   0.079 hartree/bohr

Last column: Löwdin charge in e.
CARTESIAN COORDINATES (ANGSTROEM)
C1 1.03 -0.65 1.63  -0.02
N1 0.89 0.69 0.98  -0.14
C2 -0.42 1.38 1.27  -0.15
C3 -1.67 0.61 0.66  -0.45
P1 -3.03 1.87 0.15  0.63
O1 -3.65 1.48 -1.38  -0.37
Cl1 -4.67 1.51 1.47  0.17
O2 -1.39 -0.39 -0.35  -0.17
C4 -0.28 -0.11 -1.20  -0.29
C5 0.10 -1.50 -1.93  -0.09
C6 0.32 -2.70 -0.90  -0.67
O3 1.41 -3.16 -0.54  -0.03
Cl2 -1.16 -3.54 -0.20  0.62
C7 0.96 0.65 -0.54  -0.29
P2 2.68 0.12 -1.14  0.77
N2 2.89 0.34 -2.74  -0.34
H1 1.26 -0.47 2.74  0.13
H2 1.85 -1.31 1.22  0.09
H3 0.07 -1.27 1.62  0.11
H4 1.66 1.31 1.30  0.18
H5 -0.41 2.49 0.95  0.13
H6 -0.53 1.40 2.42  0.12
H7 -2.14 0.04 1.56  0.10
H8 -3.07 1.92 -2.03  0.04
H9 -0.67 0.56 -2.05  0.16
H10 0.91 -1.40 -2.71  0.11
H11 -0.86 -1.79 -2.51  0.14
H12 0.86 1.76 -0.85  0.15
H13 2.99 -1.25 -0.88  0.02
H14 3.71 0.91 -0.50  0.02
H15 3.67 1.01 -2.86  -0.04
O4 -1.23 -0.06 3.55  -0.50
H16 -2.06 -0.46 3.80  -0.13